DFT (wB97M-V/def2-TZVPD) results for C18H14ClNO in the gas phase in a non-equilibrium geometry.

The geometry in XYZ format:
```
35
Properties=species:S:1:pos:R:3:forces:R:3:lowdin_charge:R:1
N -5.9974 -2.6902 0.7693 1.06 0.10 -0.04 0.14
C -4.8679 -2.4336 0.7492 -0.37 0.17 0.09 -0.19
C -3.4819 -1.9979 0.7307 0.80 0.05 0.02 -0.24
C -2.4114 -2.9314 0.6456 0.34 0.02 -0.08 -0.03
C -1.0725 -2.5042 0.5532 -0.58 1.02 0.48 0.01
C -0.8211 -1.1018 0.7219 1.56 1.01 -0.76 -0.23
O 0.5148 -0.7030 0.8169 0.12 -1.35 0.47 -0.05
C 1.4783 0.4485 0.4230 -1.42 -0.75 0.38 -0.28
C 0.8559 0.9749 -0.8705 2.16 -0.31 1.94 -0.19
C 0.0316 2.0802 -0.8981 -0.70 0.30 -1.05 -0.03
C -0.6473 2.3636 -2.0922 0.56 0.06 0.35 -0.08
C -0.3983 1.6019 -3.2401 0.23 -0.29 1.76 -0.70
Cl -1.2285 1.9834 -4.6722 -0.34 0.05 -0.77 0.70
C 0.4965 0.5338 -3.1666 0.09 0.50 -0.12 -0.07
C 1.1902 0.2669 -1.9832 -1.13 -0.06 -2.14 -0.02
C 1.4962 1.4498 1.5361 1.54 -0.50 0.90 -0.03
C 2.5648 1.3090 2.3458 0.22 -0.47 -0.37 -0.04
C 3.5499 0.2372 1.8491 -0.45 0.00 -0.90 -0.16
C 2.9256 -0.2330 0.4782 -0.66 0.52 0.40 -0.08
C -1.8534 -0.1571 0.7937 -1.00 -0.55 0.09 0.00
C -3.1828 -0.6179 0.7840 -0.05 -0.09 -0.06 -0.02
H -2.6203 -4.0167 0.6714 0.03 0.78 -0.24 0.12
H -0.2252 -3.2029 0.3968 -0.76 0.61 0.32 0.12
H -0.0701 2.7696 -0.0578 -0.18 -0.49 -0.24 0.11
H -1.3364 3.1973 -2.1004 0.02 0.02 -0.27 0.10
H 0.6527 -0.0544 -4.0503 0.21 -0.16 -0.28 0.10
H 1.9587 -0.4880 -2.0106 -0.10 -0.26 0.34 0.12
H 0.7345 2.1964 1.6418 -0.27 0.01 0.31 0.09
H 2.7736 1.8425 3.2896 -0.30 -0.09 -0.75 0.11
H 3.6492 -0.6320 2.5166 -0.13 0.44 0.07 0.11
H 4.5803 0.6086 1.6461 -0.72 0.03 0.43 0.11
H 2.9715 -1.3552 0.4265 -0.55 1.24 -0.31 0.13
H 3.4866 0.2237 -0.3441 0.05 -0.29 0.07 0.11
H -1.6804 0.9264 0.8726 0.16 -0.78 -0.02 0.11
H -4.0162 0.1055 0.8278 0.57 -0.48 -0.01 0.12
```
Positions in Å, forces in eV/Å.

Results
* relative energy (zero: lowest compared OMol25 entry of this formula, charge and spin): 0.0 kcal per mole
* LUMO: 0.55 eV
* net charge: 0
* E_HOMO: -0.320 Ha
* orbital gap: 0.3401 Ha
* 2S+1: 1